Computed, not measured: a structure of composition C17H31N2O2P2Pd, with ωB97M-V with the def2-TZVPD basis set.

Last column: Löwdin spin population.
CARTESIAN COORDINATES (ANGSTROEM)
Pd: 0.068 -0.080 0.461  0.5774
P: -0.886 -0.610 -1.579  0.1400
C: 0.417 -1.529 -2.302  0.4659
C: 1.722 -1.082 -2.011  0.0300
N: 1.885 -0.397 -0.827  0.1817
C: 3.022 0.237 -0.545  0.0102
C: 4.095 0.221 -1.448  0.1323
C: 3.983 -0.520 -2.622  -0.0096
C: 2.814 -1.228 -2.887  0.1278
C: 3.122 0.970 0.789  0.0051
P: 1.850 0.283 1.909  0.0395
H: 2.667 -1.817 -3.791  0.0051
H: 4.993 0.769 -1.181  0.0072
H: 4.805 -0.553 -3.334  -0.0032
H: 4.114 0.849 1.229  0.0003
H: 2.935 2.048 0.676  -0.0015
H: 0.256 -3.209 -1.093  0.0158
H: 0.234 -2.169 -3.175  0.0223
H: 0.064 -3.328 1.040  0.0002
O: -0.142 -3.952 -0.600  0.0273
H: 0.527 -4.654 -0.733  0.0006
H: 0.035 -1.605 1.490  -0.0075
O: 0.258 -2.837 1.837  -0.0050
H: -0.445 -3.121 2.472  0.0000
C: 2.702 -1.164 2.605  0.0123
H: 3.708 -0.855 2.923  0.0032
H: 2.152 -1.531 3.483  0.0000
H: 2.808 -1.968 1.862  0.0002
C: 1.626 1.452 3.261  0.0011
H: 0.706 1.177 3.798  0.0005
H: 2.484 1.412 3.947  0.0008
H: 1.516 2.466 2.852  -0.0002
C: -0.956 0.841 -2.654  0.0476
H: -1.350 0.494 -3.621  0.0030
H: -1.616 1.593 -2.198  0.0042
H: 0.058 1.239 -2.786  0.0003
C: -2.436 -1.509 -1.786  0.0122
H: -3.234 -0.966 -1.257  0.0006
H: -2.650 -1.525 -2.866  0.0040
H: -2.346 -2.536 -1.404  -0.0002
C: -1.653 2.706 0.834  -0.0007
C: -2.416 1.524 1.276  0.0060
C: -3.729 1.502 1.804  0.0033
C: -4.067 0.156 2.008  0.0032
C: -2.947 -0.620 1.610  0.0076
C: -2.917 -2.102 1.592  -0.0004
N: -1.946 0.241 1.229  0.1286
H: -0.579 2.472 0.707  -0.0005
H: -1.772 3.503 1.583  -0.0002
H: -2.057 3.068 -0.122  -0.0001
H: -4.318 2.397 1.971  0.0009
H: -4.992 -0.257 2.393  0.0009
H: -2.839 -2.498 2.619  -0.0002
H: -3.876 -2.467 1.179  -0.0001
H: -2.119 -2.497 0.944  -0.0001

Properties
orbital gap (alpha / beta) = 5.583 / 3.454 eV
E_LUMO (alpha / beta) = -3.10 / -5.23 eV
energy above the lowest of the compared OMol25 structures with the same formula, charge and spin = 61.3 kcal per mole
strongest force on any atom = 2.4 eV Å⁻¹
E = -1736.6557 a.u.
spin multiplicity = 3
net charge = +1

---

Computed, not measured: a cluster of 2 separate species, C5H7IO2 in total, with ωB97M-V with the def2-TZVPD basis set.

Last column: natural (NBO) charge in e.
CARTESIAN COORDINATES (ANGSTROEM)
C: -1.606 1.704 1.443  -0.1696
C: -1.322 1.251 0.210  -0.3524
C: 0.702 -1.643 0.007  -0.1268
C: 0.907 -1.030 -1.381  -0.1007
C: -0.483 0.177 -0.184  0.8361
O: -0.363 -0.877 0.586  -0.4089
O: 0.039 0.085 -1.384  -0.3865
I: 2.754 1.290 0.597  -0.8869
H: -2.237 2.574 1.647  0.2298
H: -1.226 1.110 2.242  0.2193
H: -1.520 1.791 -0.750  0.2437
H: 0.312 -2.681 0.207  0.2114
H: 1.626 -1.541 0.483  0.2501
H: 1.792 -0.559 -1.618  0.2509
H: 0.625 -1.649 -2.104  0.1904

Properties
orbital gap = 5.570 eV
E_LUMO = -1.61 eV
energy above the lowest of the compared OMol25 structures with the same formula, charge and spin = 22.1 kcal per mole
strongest force on any atom = 4.4 eV Å⁻¹
E = -642.7985 a.u.

---

Computed, not measured: a structure of composition C22H33CaCl6N4O5S2Si3, with ωB97M-V with the def2-TZVPD basis set.

Last column: Löwdin charge in e.
CARTESIAN COORDINATES (ANGSTROEM)
Ca: -0.164 -0.566 0.634  1.2599
C: 0.397 3.545 0.022  -0.1722
O: 0.653 2.199 -0.300  -0.3546
Si: 2.195 1.523 -0.181  0.2617
C: 3.395 2.631 -1.135  -0.1603
C: 2.644 1.709 1.650  -0.1534
C: 1.950 -0.166 -0.784  -0.5337
Si: 1.363 -0.266 -2.527  0.3622
C: -0.226 0.711 -2.865  -0.1818
C: 0.986 -2.060 -3.024  -0.1876
C: 2.574 0.306 -3.874  -0.1714
Si: 3.273 -1.401 -0.403  0.3729
C: 2.682 -3.208 -0.365  -0.1834
C: 4.149 -1.142 1.252  -0.1893
C: 4.696 -1.425 -1.667  -0.1958
H: 1.193 4.207 -0.340  0.0773
H: 0.297 3.684 1.104  0.0779
H: -0.541 3.849 -0.444  0.0634
H: 3.624 3.550 -0.588  0.0242
H: 3.006 2.914 -2.115  0.0199
H: 4.334 2.094 -1.292  0.0265
H: 2.008 2.489 2.078  0.0264
H: 3.683 2.018 1.790  0.0312
H: 2.485 0.813 2.248  -0.0046
H: -1.056 0.500 -2.184  -0.0087
H: -0.567 0.486 -3.881  0.0231
H: -0.043 1.785 -2.793  0.0315
H: 0.317 -2.568 -2.325  0.0089
H: 1.897 -2.662 -3.056  0.0260
H: 0.544 -2.085 -4.025  0.0273
H: 2.909 1.333 -3.723  0.0111
H: 2.073 0.261 -4.847  0.0250
H: 3.461 -0.325 -3.926  0.0081
H: 1.649 -3.351 -0.677  -0.0013
H: 2.767 -3.612 0.646  0.0245
H: 3.311 -3.816 -1.022  0.0292
H: 3.474 -1.260 2.101  0.0220
H: 4.644 -0.174 1.346  0.0187
H: 4.916 -1.919 1.333  0.0291
H: 4.370 -1.822 -2.631  0.0081
H: 5.493 -2.080 -1.302  0.0228
H: 5.121 -0.435 -1.846  0.0207
N: -3.274 -0.931 3.757  0.1192
C: -4.067 -0.760 2.664  -0.6952
N: -3.634 -0.825 1.442  0.0991
C: -4.653 -0.562 0.555  -0.3773
C: -5.868 -0.302 1.101  -0.3668
S: -5.749 -0.348 2.825  1.0161
C: -4.371 -0.561 -0.884  -0.3940
C: -5.101 0.117 -1.808  -0.3772
S: -4.460 -0.176 -3.384  1.0141
C: -3.238 -1.172 -2.665  -0.7220
N: -3.297 -1.273 -1.374  0.1112
N: -2.334 -1.862 -3.435  0.0941
H: -2.400 -1.406 3.575  0.0603
H: -3.721 -1.170 4.625  0.0951
H: -6.798 -0.106 0.598  0.0662
H: -5.923 0.792 -1.644  0.0699
H: -1.586 -2.263 -2.886  0.0620
H: -1.994 -1.377 -4.251  0.0764
O: -1.401 -2.957 2.650  -0.3209
Cl: -0.343 -3.200 1.723  0.6505
O: 0.079 -4.547 1.747  -0.2723
O: 0.765 -2.281 2.011  -0.4650
O: -0.785 -2.815 0.371  -0.4678
Cl: 0.411 0.195 4.372  0.6446
C: -0.823 1.232 3.667  -0.7236
C: -1.074 1.094 2.317  -0.2716
C: -2.090 1.904 1.845  -0.6855
Cl: -2.470 1.825 0.117  0.7252
C: -2.855 2.762 2.626  -0.7135
Cl: -4.148 3.696 1.965  0.6519
C: -2.558 2.850 3.987  -0.7126
Cl: -3.479 3.895 5.006  0.6465
C: -1.522 2.084 4.517  -0.7221
Cl: -1.167 2.180 6.205  0.6436

Properties
orbital gap = 7.534 eV
E_LUMO = 2.17 eV
energy above the lowest of the compared OMol25 structures with the same formula, charge and spin = 0.0 kcal per mole
strongest force on any atom = 1.1 eV Å⁻¹
E = -6557.0589 a.u.
net charge = -1

---

Computed, not measured: a structure of composition C16H41Br2N3O7V, with ωB97M-V with the def2-TZVPD basis set.

Last column: Löwdin charge in e.
CARTESIAN COORDINATES (ANGSTROEM)
O: -25.907 11.750 6.551  -0.4146
V: -27.333 12.052 7.161  0.8686
O: -27.926 10.644 7.535  -0.3958
O: -27.847 13.040 9.162  -0.3051
C: -27.797 14.421 8.946  -0.3951
C: -27.851 14.873 7.457  -0.4523
O: -26.994 14.318 6.515  -0.3524
H: -27.048 14.964 9.543  0.0887
H: -28.714 14.882 9.360  0.0704
H: -27.801 15.974 7.359  0.0859
H: -28.929 14.800 7.192  0.0641
Br: -21.271 10.778 9.664  0.5468
C: -22.435 12.040 8.729  -0.7205
C: -23.879 12.073 9.211  -0.6314
Br: -24.608 10.238 9.198  0.6109
H: -22.483 11.555 7.756  0.0266
H: -22.090 13.065 8.611  0.0532
H: -24.489 12.701 8.565  0.0319
H: -23.994 12.467 10.219  0.0599
C: -32.582 13.787 12.164  -0.0748
C: -31.299 12.932 11.956  -0.4410
C: -31.533 11.915 10.803  -0.2212
O: -30.301 11.315 10.459  -0.1812
C: -30.443 10.151 9.698  -0.1279
N: -30.144 13.707 11.622  0.0586
H: -33.546 13.281 12.071  0.0637
H: -32.662 14.544 11.379  0.0679
H: -32.458 14.290 13.124  0.0643
H: -31.151 12.234 12.786  0.1346
H: -31.810 12.474 9.898  0.1264
H: -32.320 11.216 11.107  0.1179
H: -30.682 9.370 10.441  0.0827
H: -29.465 9.958 9.261  0.0669
H: -31.224 10.037 8.934  0.0805
H: -30.325 14.223 10.766  0.0683
H: -30.029 14.419 12.340  0.0762
C: -30.891 12.261 4.060  -0.0478
C: -30.153 11.428 5.150  -0.3800
C: -29.449 10.231 4.526  -0.2128
O: -28.413 10.677 3.683  -0.1723
C: -28.067 9.813 2.618  -0.0956
N: -29.221 12.339 5.830  0.0352
H: -31.588 11.642 3.492  0.0736
H: -30.199 12.755 3.380  0.0812
H: -31.481 13.018 4.581  0.0743
H: -30.874 11.017 5.860  0.1426
H: -30.255 9.725 3.981  0.1180
H: -29.132 9.577 5.342  0.1218
H: -28.922 9.288 2.181  0.0800
H: -27.432 9.024 3.030  0.0899
H: -27.558 10.364 1.831  0.0852
H: -29.788 13.086 6.222  0.0906
H: -28.768 12.762 5.018  0.0953
C: -22.575 16.396 6.087  -0.0687
C: -22.831 15.000 5.535  -0.4332
C: -21.458 14.410 5.127  -0.2228
O: -20.891 15.094 4.051  -0.1803
C: -21.402 14.737 2.788  -0.1124
N: -23.504 14.233 6.578  0.0562
H: -21.812 16.945 5.538  0.0705
H: -22.241 16.279 7.122  0.0750
H: -23.519 16.938 6.180  0.0759
H: -23.509 15.068 4.677  0.1284
H: -21.560 13.332 4.927  0.1204
H: -20.829 14.330 6.018  0.1264
H: -21.008 13.778 2.438  0.0836
H: -21.130 15.480 2.040  0.0833
H: -22.492 14.669 2.776  0.0817
H: -24.445 14.605 6.712  0.0701
H: -23.655 13.279 6.261  0.0648

Properties
orbital gap = 7.127 eV
E_LUMO = 2.56 eV
strongest force on any atom = 3.3 eV Å⁻¹
E = -7417.1520 a.u.
net charge = -1

---

- The highest strongest force on any atom belongs to which entry?
  C5H7IO2

---

- E of number 1 (C17H31N2O2P2Pd)?
  -1736.6557 a.u.

---

- Among the records above, which one has the highest strongest force on any atom?
  C5H7IO2

---

- Which value of E does entry 2 give?
  -642.7985 a.u.